The following is a quantum chemistry calculation of a molecular structure, C50H53F3HgN5O2 at a distorted geometry, from the Open Molecules 2025 dataset.

Summary:
Calculated total energy = -76579.220 eV
2S+1 = 2
Net charge = -2
HOMO energy (alpha / beta) = -0.85 / -1.72 eV
Strongest force on any atom = 1.51 eV/A

Element x y z (Å)
Hg (-0.17, 0.16, -0.69)
C (2.27, -0.30, -3.59)
N (2.22, 0.49, -2.38)
C (2.04, 1.91, -2.65)
C (0.93, 2.67, -1.90)
C (1.38, 3.28, -0.56)
N (0.41, 3.20, 0.52)
C (0.56, 4.13, 1.40)
C (-0.13, 4.41, 2.64)
C (0.38, 5.49, 3.38)
C (-0.17, 5.95, 4.56)
C (-1.32, 5.30, 5.04)
C (-1.86, 4.24, 4.37)
C (-1.30, 3.70, 3.14)
O (-1.83, 2.72, 2.58)
C (3.23, 0.19, -1.37)
C (3.87, -1.20, -1.42)
C (3.13, -2.35, -0.72)
N (1.70, -2.27, -0.84)
C (1.07, -3.19, -1.43)
C (-0.44, -3.12, -1.67)
C (-1.05, -4.45, -2.05)
C (-0.91, -5.01, -3.28)
C (-0.35, -4.29, -4.35)
C (-0.08, -2.93, -4.19)
C (-0.25, -2.22, -2.98)
O (-0.09, -0.98, -2.89)
H (3.22, -0.20, -4.16)
H (1.45, 0.00, -4.24)
H (2.11, -1.36, -3.36)
H (1.82, 1.99, -3.72)
H (2.99, 2.45, -2.49)
H (0.08, 2.00, -1.73)
H (0.58, 3.47, -2.56)
H (1.66, 4.33, -0.72)
H (2.30, 2.77, -0.24)
H (1.36, 4.87, 1.20)
H (1.27, 5.99, 2.99)
H (0.27, 6.78, 5.10)
H (-1.79, 5.65, 5.96)
H (-2.75, 3.74, 4.74)
H (2.77, 0.33, -0.39)
H (4.07, 0.92, -1.45)
H (4.85, -1.12, -0.95)
H (4.06, -1.50, -2.46)
H (3.36, -2.31, 0.35)
H (3.52, -3.30, -1.11)
H (1.56, -4.05, -1.90)
H (-1.64, -4.95, -1.29)
H (-1.31, -6.01, -3.45)
H (-0.21, -4.75, -5.32)
H (0.19, -2.33, -5.05)
C (-2.38, -0.27, -4.62)
C (-2.47, 1.07, -3.93)
C (-2.55, 2.19, -4.76)
C (-2.66, 3.47, -4.24)
C (-2.72, 3.62, -2.86)
C (-2.65, 2.53, -2.01)
C (-2.85, 2.76, -0.53)
C (-2.45, 1.22, -2.53)
N (-2.19, 0.18, -1.63)
C (-2.92, -0.98, -1.60)
C (-4.35, -0.90, -2.11)
C (-2.56, -2.15, -1.01)
C (-3.59, -3.21, -0.71)
N (-1.19, -2.44, -0.59)
C (-0.98, -2.75, 0.79)
C (-1.64, -1.93, 1.77)
C (-2.65, -0.84, 1.45)
C (-1.35, -2.06, 3.12)
C (-0.46, -3.00, 3.60)
C (0.11, -3.85, 2.68)
C (-0.14, -3.78, 1.30)
C (0.56, -4.91, 0.56)
H (-3.14, -0.35, -5.40)
H (-2.50, -1.11, -3.93)
H (-1.40, -0.39, -5.08)
H (-2.52, 2.04, -5.83)
H (-2.70, 4.33, -4.90)
H (-2.84, 4.61, -2.43)
H (-2.30, 3.64, -0.19)
H (-2.51, 1.92, 0.06)
H (-3.92, 2.92, -0.33)
H (-4.49, -0.02, -2.73)
H (-5.05, -0.84, -1.27)
H (-4.60, -1.79, -2.70)
H (-4.51, -2.77, -0.29)
H (-3.21, -3.91, 0.04)
H (-3.88, -3.79, -1.59)
H (-3.61, -1.26, 1.17)
H (-2.32, -0.17, 0.67)
H (-2.79, -0.23, 2.34)
H (-1.84, -1.39, 3.81)
H (-0.23, -3.07, 4.65)
H (0.78, -4.63, 3.03)
H (0.60, -5.78, 1.22)
H (1.60, -4.64, 0.33)
H (0.08, -5.22, -0.36)
F (5.53, 0.22, 7.04)
C (4.36, 0.88, 6.91)
F (4.64, 2.19, 7.16)
F (3.57, 0.48, 7.94)
C (3.72, 0.68, 5.59)
C (4.44, 0.12, 4.53)
C (3.83, -0.05, 3.30)
C (2.49, 0.33, 3.10)
C (1.79, 0.90, 4.18)
C (2.40, 1.07, 5.40)
C (1.84, 0.15, 1.85)
C (1.29, -0.02, 0.78)
H (5.46, -0.18, 4.68)
H (4.37, -0.48, 2.47)
H (0.76, 1.21, 4.01)
H (1.85, 1.51, 6.23)